No. 1
110
Properties=species:S:1:pos:R:3 method="wB97M-V/def2-TZVPD" molar_mass_g_mol=600.9 lumo_ha=-0.11980 fmax_ha_per_bohr=0.0691 charge=+1
C 6.10543 -0.49172 -0.10592
C 4.91269 0.08066 -0.88070
O 5.36261 0.46666 -2.16403
C 3.77124 -0.91938 -0.98720
O 2.92694 -0.83132 0.18361
C 1.58768 -0.96274 -0.05676
C 1.02255 -2.09869 -0.87116
C -0.28813 -1.39800 -1.37525
C -0.15400 0.05938 -1.13985
N 0.87524 0.24548 -0.42047
C 1.24169 1.59361 0.01865
C 2.29477 2.21912 -0.87849
O 2.31447 2.09329 -2.04260
H 6.01281 -1.55862 0.00176
H 6.98133 -0.25002 -0.67937
H 6.12986 -0.00593 0.85724
H 4.49687 0.95062 -0.37185
H 4.71537 0.25544 -2.84763
H 4.12570 -1.93537 -1.06001
H 3.18124 -0.64044 -1.86043
H 1.19336 -1.18090 0.94323
H 1.55123 -2.36820 -1.77716
H 0.82762 -3.01325 -0.32638
H -0.75088 -1.74596 -2.28080
H -1.03832 -1.70262 -0.63495
H -0.79198 0.85761 -1.44975
H 1.64891 1.53791 1.03060
H 0.34721 2.20071 0.02197
H 3.04354 2.84384 -0.36987
C -4.41665 -0.05986 -3.73012
C -3.48091 -0.99470 -2.99216
O -3.06031 -0.41672 -1.74684
H -3.93011 0.89666 -3.92624
H -4.73380 -0.49286 -4.67913
H -5.30259 0.14575 -3.12548
H -2.58517 -1.18689 -3.58269
H -3.96638 -1.95146 -2.78573
H -3.85627 -0.25327 -1.22675
C 7.76104 2.89785 -4.88750
C 8.72311 2.04031 -4.08543
O 8.95035 2.58748 -2.79120
H 8.15004 3.91138 -4.98926
H 7.59966 2.48224 -5.88367
H 6.79505 2.96930 -4.38019
H 9.69036 1.98554 -4.58220
H 8.33206 1.02222 -3.98040
H 8.10218 2.62801 -2.33320
C 0.25598 -4.32049 3.77382
C -0.79184 -4.61566 2.71745
O -0.21239 -4.67063 1.41027
H 0.75424 -3.37263 3.56311
H -0.19246 -4.26745 4.76609
H 1.02501 -5.09584 3.78253
H -1.54686 -3.83093 2.69779
H -1.28893 -5.56701 2.92640
H 0.44717 -5.37381 1.41123
C -9.27673 0.44217 -3.00472
C -8.32728 -0.48523 -2.26966
O -7.88452 0.09740 -1.04475
H -8.79163 1.39702 -3.20977
H -9.60294 0.00370 -3.94904
H -10.15876 0.65091 -2.39592
H -7.43944 -0.67713 -2.87118
H -8.81172 -1.44441 -2.05804
H -8.66172 0.26233 -0.49521
C -2.65660 2.14502 1.56570
C -1.75621 3.11391 2.31214
O -0.99428 2.44538 3.31564
H -3.33376 1.64516 2.25783
H -3.24762 2.66117 0.80752
H -2.06355 1.36494 1.07328
H -2.34739 3.87512 2.81582
H -1.07176 3.61618 1.61732
H -0.45812 1.77588 2.87742
C -2.74158 -5.98614 -0.37310
C -3.63949 -5.54060 -1.50656
O -2.93173 -4.63043 -2.34903
H -2.40913 -5.12604 0.20601
H -3.25157 -6.68427 0.29324
H -1.84647 -6.47350 -0.76787
H -4.51870 -5.02535 -1.12279
H -3.97781 -6.39234 -2.10430
H -2.16519 -5.10065 -2.69465
C 7.03541 4.68564 1.48503
C 7.90313 3.84442 0.56796
O 7.16933 2.73891 0.03176
H 6.64775 4.07892 2.30484
H 7.60034 5.51940 1.90267
H 6.17542 5.08734 0.94238
H 8.74754 3.42916 1.11357
H 8.29092 4.44942 -0.25651
H 6.42407 3.09803 -0.46354
C 3.23989 2.57549 4.86699
C 2.18482 2.41262 3.79308
O 2.77991 2.31186 2.48786
H 3.83918 3.46600 4.67769
H 2.78207 2.66238 5.85204
H 3.92150 1.72130 4.87463
H 1.52051 3.27229 3.77309
H 1.58201 1.51676 3.97504
H 3.36512 1.54332 2.49349
C -7.86082 -0.24853 3.68580
C -9.27540 0.04880 3.22474
O -9.38612 -0.03867 1.80442
H -7.15792 0.44714 3.22560
H -7.77718 -0.16753 4.77035
H -7.56199 -1.25693 3.38897
H -9.56398 1.06020 3.50384
H -9.98352 -0.64874 3.68187
H -9.14493 -0.93680 1.55007

No. 2
118
Properties=species:S:1:pos:R:3 method="wB97M-V/def2-TZVPD" molar_mass_g_mol=739.8 lumo_ha=-0.03318 fmax_ha_per_bohr=0.0492
C 3.33410 0.45580 2.29928
C 2.63287 -0.06282 1.24436
C 2.18863 0.83839 0.13748
C 0.79290 1.35689 0.29980
C -0.32675 0.62824 0.17754
C -0.56589 -0.83092 -0.08553
Cl 0.69364 -1.77503 -0.91022
C -1.13970 -1.50993 1.18504
C -1.38876 -2.99341 1.01563
Cl -0.25212 -1.13413 2.68880
C -1.61560 1.35210 0.38180
O -2.66926 0.89527 -0.05262
C -1.64155 2.60851 1.15795
C -0.53113 3.32764 1.30536
C 0.69471 2.81626 0.62216
O 1.58831 3.59898 0.33534
H 2.99650 0.39395 3.33034
H 4.30471 0.89884 2.09635
H 2.46967 -1.13525 1.22784
H 2.85341 1.70311 0.16290
H 2.37189 0.39472 -0.84214
H -1.42743 -0.86741 -0.74849
H -2.11626 -1.04606 1.29550
H -2.11509 -3.20217 0.23618
H -1.83305 -3.34678 1.93994
H -0.44736 -3.51213 0.88153
H -2.57446 2.92326 1.58871
H -0.55140 4.23016 1.89561
C 1.82196 3.24473 4.31365
O 1.82665 2.09568 5.15935
H 2.53717 3.08545 3.50966
H 0.82574 3.38734 3.88620
H 2.11443 4.13002 4.88459
H 1.19117 2.24992 5.86160
C 0.75708 4.93242 -2.89107
O 1.85675 5.80479 -2.63635
H 0.42905 5.07987 -3.91237
H 1.06463 3.89147 -2.76297
H -0.06919 5.16009 -2.20897
H 2.13281 5.65632 -1.72761
C -0.88171 4.03237 -6.44963
O 0.35902 3.73353 -5.80667
H -1.56334 4.42708 -5.69934
H -0.73375 4.78376 -7.22972
H -1.31095 3.13529 -6.88955
H 0.95321 3.38758 -6.47590
C 5.73136 -2.27945 0.58607
O 5.27493 -2.02833 1.91355
H 5.84166 -1.31907 0.08866
H 6.69709 -2.79314 0.59659
H 5.00499 -2.88306 0.03620
H 5.17073 -2.87746 2.35182
C -3.51087 4.66880 4.29631
O -2.34916 5.31755 3.78070
H -3.24575 3.63867 4.51959
H -3.85216 5.15990 5.21157
H -4.31694 4.67605 3.55761
H -2.58631 6.22609 3.58124
C 5.19308 2.59487 -1.43932
O 5.24326 1.35286 -0.73887
H 4.16587 2.95322 -1.41781
H 5.83919 3.33137 -0.95364
H 5.50674 2.45792 -2.47702
H 6.15155 1.04411 -0.76066
C -2.66451 -6.70660 1.29436
O -1.48766 -5.91391 1.44026
H -3.50936 -6.13969 1.67714
H -2.83436 -6.93901 0.23979
H -2.56518 -7.63286 1.86519
H -0.74997 -6.42540 1.09997
C -4.18555 0.43544 3.23387
O -3.05039 1.29684 3.25572
H -5.04257 0.98687 3.61533
H -4.39272 0.10856 2.21164
H -4.00573 -0.43551 3.86446
H -2.30626 0.78725 2.91837
C -4.18431 -3.31404 3.98313
O -4.39036 -2.71780 2.70402
H -3.28819 -2.87467 4.41570
H -5.03312 -3.11710 4.64315
H -4.04058 -4.39354 3.88813
H -5.18096 -3.11083 2.32653
C -5.60073 -2.10283 -0.84976
O -4.22859 -1.80024 -1.05054
H -5.87414 -2.89889 -1.53829
H -5.77812 -2.44275 0.17470
H -6.22436 -1.22788 -1.05138
H -3.99330 -1.09493 -0.43755
C -1.39887 -2.12216 -4.48996
O -0.29533 -1.27224 -4.20190
H -1.70493 -1.93649 -5.51722
H -1.11554 -3.17409 -4.38964
H -2.24000 -1.90740 -3.82439
H -0.03304 -1.44467 -3.29236
C -3.18826 -8.25937 4.95999
O -4.24216 -8.74550 4.13268
H -3.29742 -7.18301 5.06293
H -3.23170 -8.71692 5.95156
H -2.22038 -8.47840 4.50097
H -4.12585 -9.69493 4.05317
C -2.31766 2.00135 -10.02684
O -2.66465 2.41113 -8.70718
H -2.06772 2.89187 -10.59745
H -1.45194 1.33396 -10.01028
H -3.15726 1.49393 -10.50864
H -2.88448 1.62014 -8.20846
C 4.47451 1.20058 -5.26198
O 5.74029 1.00041 -4.63633
H 3.77326 1.52916 -4.49930
H 4.54401 1.96858 -6.03710
H 4.10955 0.26983 -5.70330
H 6.35729 0.71023 -5.31161
C 7.19018 0.90053 3.87235
O 6.25251 0.24205 3.03092
H 6.87937 1.93743 3.97821
H 7.21642 0.43499 4.86204
H 8.19324 0.87341 3.43498
H 6.52207 -0.67556 2.93616

No. 3
143
Properties=species:S:1:pos:R:3 method="wB97M-V/def2-TZVPD" molar_mass_g_mol=1440.9 lumo_ha=-0.28353 relative_energy_ev=2.040 fmax_ha_per_bohr=0.1002 charge=+3
Hf 0.47141 -0.27754 0.61104
P 1.68847 -1.77092 3.15548
F 3.02161 -1.20244 3.85125
F 2.35100 -1.19415 1.79670
F 2.37600 -3.28122 2.99228
F 0.54404 -2.32786 2.09555
F 0.91635 -2.23772 4.47394
F 0.81960 -0.42930 3.14787
O -1.93304 -0.72579 4.63784
S -2.27122 -1.33175 3.34807
O -1.53631 -0.88177 2.12532
O -2.17397 -2.96426 3.52372
C -2.79299 -3.59533 4.68836
C -2.22448 -5.04381 4.91355
C -4.08831 -1.10371 3.04378
H -3.85716 -3.76432 4.52378
H -2.70368 -3.02505 5.61297
H -3.02403 -5.73686 5.17525
H -1.57725 -4.99669 5.78933
H -1.63184 -5.41440 4.07716
H -4.37323 -1.72434 2.19424
H -4.35095 -0.09765 2.71668
H -4.65955 -1.30415 3.95021
O 1.94751 1.24676 1.51903
S 2.62358 2.32258 2.28880
O 2.40608 3.70625 1.91604
O 2.09353 2.14128 3.88709
C 2.49818 2.92646 4.96614
C 3.12255 1.91305 5.87806
C 4.46164 2.01855 2.45666
H 1.70384 3.43863 5.50911
H 3.21136 3.70055 4.68282
H 2.38957 1.19456 6.24499
H 3.35533 2.43458 6.80646
H 3.88432 1.25939 5.45317
H 4.92648 2.00535 1.47084
H 4.38964 1.00934 2.86212
H 4.97789 2.79790 3.01721
O -3.33927 -0.95944 -1.60665
S -2.96005 0.34353 -1.03318
O -1.66997 0.34922 -0.26448
O -2.85181 1.47166 -2.23089
C -3.89508 1.46812 -3.15849
C -3.65183 2.74018 -4.05506
C -4.37363 0.95873 -0.07163
H -4.92566 1.40476 -2.80924
H -3.81680 0.64916 -3.87353
H -4.06369 3.61411 -3.55036
H -4.24858 2.68887 -4.96576
H -2.65215 3.08632 -4.31760
H -5.20686 1.06620 -0.76610
H -4.03540 1.94642 0.24171
H -4.54121 0.31898 0.79483
O 0.08223 2.06473 -0.36425
S -0.24861 3.20675 -1.20592
O -0.37577 3.07109 -2.65880
O -1.70108 3.66698 -0.56956
C -2.32591 4.81193 -1.15529
C -3.64066 4.83545 -0.54107
C 0.82279 4.70051 -0.79071
H -2.29230 4.78117 -2.24434
H -1.86148 5.74011 -0.82228
H -3.62774 4.88936 0.54752
H -4.21003 3.98052 -0.90577
H -4.22069 5.68073 -0.91142
H 0.47442 5.37140 -1.57597
H 1.85046 4.42656 -1.02931
H 0.54185 4.93007 0.23714
O -0.51227 -2.17121 -3.55096
S 0.03634 -0.84556 -3.26326
O 0.14005 -0.36444 -1.84280
O 1.57669 -0.92998 -3.81185
C 1.74102 -1.53517 -5.12818
C 2.55030 -0.67050 -5.94493
C -0.65741 0.39159 -4.51627
H 2.35678 -2.42331 -4.98620
H 0.78605 -1.78108 -5.59257
H 2.20796 0.35822 -6.05734
H 2.81779 -1.02749 -6.93946
H 3.55454 -0.56689 -5.53399
H -1.37042 0.99563 -3.95514
H -1.11620 0.01342 -5.42983
H 0.15001 1.06323 -4.80791
O 3.92077 2.36285 -0.95295
S 3.24648 1.22821 -1.58131
O 2.31453 0.38018 -0.79969
O 2.39815 1.88758 -2.83161
C 3.14504 2.43829 -3.95606
C 2.26155 3.46772 -4.69018
C 4.48963 0.33467 -2.51837
H 3.48506 1.66745 -4.64766
H 4.01504 3.03882 -3.69045
H 1.68334 2.92142 -5.43537
H 2.91038 4.16440 -5.22099
H 1.65825 3.99271 -3.94955
H 5.14258 1.03463 -3.03971
H 4.03782 -0.35400 -3.23230
H 5.00572 -0.26629 -1.76964
O 3.33188 -2.51794 -2.13115
S 2.43141 -3.07430 -1.12774
O 1.58078 -2.13410 -0.35850
O 1.50050 -4.19465 -1.79129
C 2.03805 -5.22655 -2.58928
C 0.88905 -5.94147 -3.33952
C 3.34071 -4.23308 0.05857
H 2.73962 -5.81490 -1.99789
H 2.68946 -4.79344 -3.34835
H 0.27582 -6.41890 -2.57523
H 1.27178 -6.64387 -4.07995
H 0.32881 -5.22933 -3.94539
H 2.61933 -4.84667 0.59822
H 3.94258 -3.53152 0.63619
H 4.10806 -4.82804 -0.43670
O -2.89120 -3.57896 0.66555
S -1.61898 -3.46638 -0.07371
O -0.90399 -2.17199 -0.03266
O -0.55571 -4.54913 0.44817
C -1.10433 -5.82703 0.80933
C 0.11625 -6.85960 0.95237
C -1.83077 -4.12503 -1.77059
H -1.77602 -6.28733 0.08472
H -1.77143 -5.75890 1.66866
H -0.28433 -7.87332 0.95023
H 0.63776 -6.71802 1.89899
H 0.83548 -6.87540 0.13349
H -2.34148 -3.34116 -2.32990
H -2.52888 -4.94969 -1.62682
H -0.93646 -4.39164 -2.33383
O -2.76031 2.41845 2.30296
S -1.36297 2.44693 2.75299
O -0.46959 1.42501 2.22399
O -0.82985 3.90058 2.30593
C -1.64621 5.07736 2.54005
C -1.03839 5.94020 3.61035
C -1.23890 2.55788 4.57735
H -2.71385 4.89819 2.66710
H -1.65721 5.68179 1.63305
H -1.11274 5.29903 4.48869
H -1.55819 6.89738 3.65174
H -0.01432 6.13908 3.29438
H -0.19281 2.69463 4.85134
H -1.63257 1.67975 5.08922
H -1.89889 3.35269 4.92493

No. 4
114
Properties=species:S:1:pos:R:3 method="wB97M-V/def2-TZVPD" molar_mass_g_mol=615.9 smiles=CC1(C)CCCC(C)(C)N1O.CC1(C)CCCC(C)(C)N1O.CC1(C)CCCC(C)(C)N1O.O.O.O.O.O.O.O.O lumo_ha=0.01126 relative_energy_ev=0.652 fmax_ha_per_bohr=0.0472
C 1.11362 3.34868 1.34964
C 2.19374 2.74802 0.43710
C 2.21203 1.22634 0.61565
C 1.88057 3.04094 -1.01878
C 2.08715 4.50087 -1.41099
C 3.53711 4.86234 -1.13948
C 4.05584 4.50941 0.26727
C 5.58809 4.41032 0.15634
C 3.67897 5.64436 1.21937
N 3.55491 3.19516 0.68940
O 3.98457 2.86584 1.99126
H 0.12100 3.10450 0.96139
H 1.22058 2.91576 2.34697
H 1.10824 4.43675 1.41598
H 2.57011 1.06081 1.63626
H 1.33580 0.60211 0.44550
H 3.02782 0.79922 0.02321
H 2.54294 2.46514 -1.68576
H 0.91018 2.64110 -1.32398
H 1.79723 4.63666 -2.45508
H 1.37220 5.12660 -0.85912
H 3.61936 5.95225 -1.22736
H 4.13894 4.45308 -1.95379
H 5.83956 3.48599 -0.35704
H 6.06865 4.46344 1.13477
H 5.96815 5.26893 -0.40302
H 4.23532 6.54948 0.97873
H 3.83742 5.33904 2.25252
H 2.62751 5.92105 1.10364
H 3.54060 3.46246 2.61436
C -1.33334 0.30018 -4.80188
C -2.12843 0.72131 -3.54915
C -1.24643 1.73606 -2.82144
C -3.41529 1.39845 -4.02364
C -4.60986 0.48633 -4.21079
C -4.77416 -0.39500 -2.97220
C -3.55956 -1.23977 -2.67014
C -3.77949 -1.85547 -1.30180
C -3.41477 -2.38242 -3.69814
N -2.39948 -0.37844 -2.63292
O -1.25390 -1.03930 -2.13075
H -0.47992 -0.32526 -4.55926
H -1.90603 -0.37045 -5.45458
H -1.03834 1.19240 -5.34752
H -1.70133 1.90095 -1.82565
H -0.24302 1.44114 -2.51490
H -1.22821 2.72294 -3.28387
H -3.66288 2.29295 -3.44198
H -3.16004 1.82220 -5.00126
H -5.52754 1.05401 -4.34733
H -4.39924 -0.13288 -5.08983
H -5.64654 -1.03998 -3.01237
H -4.82137 0.31712 -2.13650
H -3.76230 -1.14005 -0.47674
H -3.01106 -2.60225 -1.06094
H -4.69829 -2.44408 -1.23202
H -4.38783 -2.74724 -4.04802
H -2.91252 -3.27184 -3.30381
H -2.85660 -2.11994 -4.59618
H -1.11237 -0.59964 -1.28365
C 0.36121 -1.14220 5.00628
C -0.62377 -0.14659 4.34422
C -0.26881 1.24142 4.89048
C -0.40103 -0.13631 2.85610
C -0.99681 -1.35483 2.09244
C -2.43497 -1.66200 2.50165
C -2.70320 -1.56235 4.00803
C -4.19919 -1.37497 4.22453
C -2.29810 -2.92081 4.63824
N -2.02721 -0.40978 4.56294
O -2.35512 -0.22775 5.93249
H 0.18889 -1.18004 6.08141
H 0.41263 -2.10024 4.49655
H 1.36716 -0.72712 4.87869
H 0.06937 1.28852 5.91977
H 0.41164 1.73840 4.19431
H -1.15817 1.88254 4.80897
H -0.87504 0.73553 2.37562
H 0.65533 -0.10672 2.58720
H -0.85081 -1.23391 1.02084
H -0.33656 -2.14981 2.46854
H -2.66744 -2.68647 2.20200
H -3.09033 -1.00484 1.91674
H -4.46201 -0.34292 3.99057
H -4.45816 -1.55037 5.27157
H -4.81397 -2.06721 3.64916
H -2.93379 -3.72678 4.26952
H -2.42829 -2.87742 5.72446
H -1.27806 -3.21706 4.40799
H -2.07283 -1.03305 6.39300
O 3.89312 -1.40866 -3.08823
H 3.20173 -1.87501 -2.59398
H 4.62499 -1.31052 -2.47427
O 1.76309 -5.31834 0.41127
H 2.67347 -5.00533 0.41415
H 1.24214 -4.51505 0.50526
O 1.71732 -4.93441 -2.62894
H 1.61326 -4.89898 -3.58474
H 0.95335 -4.44342 -2.29758
O 2.41480 -2.55044 1.68984
H 3.04390 -2.96286 2.28909
H 2.86658 -2.56538 0.83225
O 0.05882 -2.80449 -4.03278
H -0.15057 -1.95316 -3.62067
H 0.80110 -2.61581 -4.61526
O 1.68187 -1.69497 -1.49555
H 1.14327 -2.50078 -1.44960
H 1.35863 -1.13649 -0.78265
O -0.42865 -3.56533 -1.19504
H -1.07740 -4.24165 -0.97667
H -0.89490 -2.93460 -1.76896
O 4.01063 -3.85713 -0.42768
H 3.67651 -3.90643 -1.33484
H 4.78230 -3.28420 -0.46445